{"formula": "C42H112B2F8N7O14", "method": "ωB97M-V with the def2-TZVPD basis set", "symbols": ["C", "O", "C", "C", "N", "H", "H", "C", "C", "O", "C", "H", "H", "H", "H", "H", "H", "H", "H", "H", "H", "H", "H", "H", "H", "C", "O", "C", "C", "N", "H", "H", "C", "C", "O", "C", "H", "H", "H", "H", "H", "H", "H", "H", "H", "H", "H", "H", "H", "H", "C", "O", "C", "C", "N", "H", "H", "C", "C", "O", "C", "H", "H", "H", "H", "H", "H", "H", "H", "H", "H", "H", "H", "H", "H", "C", "O", "C", "C", "N", "H", "H", "C", "C", "O", "C", "H", "H", "H", "H", "H", "H", "H", "H", "H", "H", "H", "H", "H", "H", "C", "O", "C", "C", "N", "H", "H", "C", "C", "O", "C", "H", "H", "H", "H", "H", "H", "H", "H", "H", "H", "H", "H", "H", "H", "C", "O", "C", "C", "N", "H", "H", "C", "C", "O", "C", "H", "H", "H", "H", "H", "H", "H", "H", "H", "H", "H", "H", "H", "H", "C", "O", "C", "C", "N", "H", "H", "C", "C", "O", "C", "H", "H", "H", "H", "H", "H", "H", "H", "H", "H", "H", "H", "H", "H", "B", "F", "F", "F", "F", "B", "F", "F", "F", "F"], "positions_angstrom": [[1.092, 11.076, -1.620], [0.414, 9.957, -1.041], [1.072, 8.741, -1.130], [0.113, 7.654, -0.653], [0.748, 6.277, -0.998], [1.062, 6.253, -1.969], [1.619, 6.298, -0.465], [-0.179, 5.161, -0.536], [0.626, 3.931, -0.150], [1.691, 3.692, -1.004], [2.560, 2.631, -0.668], [1.786, 10.773, -2.407], [1.634, 11.559, -0.806], [0.423, 11.821, -2.044], [1.994, 8.744, -0.535], [1.266, 8.559, -2.198], [-0.888, 7.630, -1.072], [0.078, 7.642, 0.435], [-0.906, 4.998, -1.328], [-0.723, 5.475, 0.353], [-0.123, 3.127, -0.143], [1.015, 4.051, 0.871], [3.338, 2.398, -1.392], [2.056, 1.707, -0.377], [3.122, 2.999, 0.203], [0.428, 1.854, 3.207], [1.209, 2.830, 3.941], [0.500, 3.745, 4.719], [1.364, 4.880, 5.274], [2.655, 4.431, 5.895], [3.054, 5.173, 6.492], [2.427, 3.702, 6.578], [3.825, 4.055, 5.018], [5.062, 3.979, 5.878], [5.105, 5.078, 6.761], [5.724, 6.280, 6.334], [-0.269, 2.450, 2.615], [-0.015, 1.140, 3.899], [1.052, 1.309, 2.502], [-0.047, 3.357, 5.591], [-0.327, 4.184, 4.146], [0.820, 5.501, 5.982], [1.666, 5.511, 4.436], [3.907, 4.786, 4.213], [3.569, 3.127, 4.509], [5.905, 3.917, 5.185], [5.056, 3.126, 6.554], [5.047, 6.939, 5.773], [6.509, 6.038, 5.611], [6.125, 6.857, 7.162], [-2.523, 0.869, -3.124], [-3.235, 1.950, -3.727], [-4.513, 1.497, -4.119], [-5.422, 2.674, -4.481], [-5.048, 3.343, -5.822], [-5.051, 2.597, -6.522], [-5.793, 3.989, -6.094], [-3.737, 4.105, -5.859], [-3.451, 4.599, -7.260], [-4.468, 5.493, -7.576], [-4.231, 6.276, -8.742], [-2.934, 0.511, -2.176], [-1.552, 1.237, -2.783], [-2.302, 0.075, -3.841], [-5.038, 0.882, -3.374], [-4.426, 0.726, -4.898], [-5.399, 3.500, -3.777], [-6.406, 2.281, -4.729], [-2.945, 3.535, -5.378], [-4.007, 4.839, -5.093], [-3.410, 3.768, -7.979], [-2.433, 5.010, -7.244], [-3.213, 6.676, -8.759], [-5.037, 6.997, -8.813], [-4.262, 5.649, -9.642], [0.812, 1.081, -4.450], [1.156, -0.273, -4.731], [0.563, -1.253, -3.881], [1.599, -2.154, -3.189], [2.772, -2.315, -4.093], [3.329, -1.460, -4.130], [3.419, -2.957, -3.610], [2.635, -2.981, -5.452], [3.979, -2.919, -6.155], [4.617, -1.713, -6.434], [3.895, -0.763, -7.188], [-0.036, 1.384, -5.075], [1.634, 1.590, -4.968], [0.763, 1.490, -3.442], [-0.003, -1.902, -4.557], [-0.103, -0.835, -3.128], [1.165, -3.143, -3.058], [1.910, -1.757, -2.228], [1.950, -2.503, -6.156], [2.266, -3.979, -5.240], [3.925, -3.503, -7.085], [4.696, -3.492, -5.557], [4.543, 0.099, -7.325], [2.909, -0.478, -6.808], [3.751, -1.197, -8.188], [-3.395, 2.300, 1.405], [-3.174, 0.898, 1.599], [-4.389, 0.197, 1.902], [-4.002, -1.255, 2.261], [-2.650, -1.284, 2.948], [-2.005, -0.677, 2.431], [-2.878, -0.798, 3.814], [-2.047, -2.696, 3.137], [-2.742, -3.403, 4.245], [-4.091, -3.659, 3.844], [-4.975, -4.136, 4.878], [-3.568, 2.798, 2.360], [-4.029, 2.606, 0.576], [-2.364, 2.582, 1.155], [-4.989, 0.304, 0.995], [-4.932, 0.640, 2.739], [-4.155, -2.076, 1.571], [-4.672, -1.496, 3.085], [-1.023, -2.465, 3.432], [-2.047, -3.157, 2.153], [-2.451, -3.044, 5.239], [-2.419, -4.456, 4.286], [-4.918, -5.216, 5.027], [-6.004, -3.805, 4.776], [-4.553, -3.676, 5.777], [5.491, -0.863, 4.141], [4.931, -1.711, 3.156], [4.775, -1.096, 1.887], [4.268, -2.227, 0.975], [4.776, -3.595, 1.347], [4.815, -4.105, 0.461], [5.740, -3.481, 1.669], [4.092, -4.415, 2.393], [4.908, -5.737, 2.528], [4.436, -6.736, 3.382], [4.523, -6.471, 4.751], [6.472, -0.473, 3.858], [5.542, -1.457, 5.051], [4.795, -0.028, 4.301], [5.756, -0.719, 1.581], [4.089, -0.246, 1.952], [4.536, -2.102, -0.072], [3.184, -2.309, 0.944], [3.113, -4.621, 1.963], [4.032, -3.849, 3.318], [5.950, -5.473, 2.731], [4.808, -6.225, 1.557], [3.573, -6.295, 5.274], [5.117, -5.573, 4.962], [4.949, -7.311, 5.304], [-2.502, -4.089, -1.416], [-3.208, -4.661, -0.314], [-4.594, -4.590, -0.393], [-5.118, -5.551, 0.673], [-4.890, -6.993, 0.232], [-5.263, -7.050, -0.721], [-3.910, -7.233, 0.042], [-5.459, -8.080, 1.080], [-4.891, -8.052, 2.489], [-3.511, -7.910, 2.342], [-2.737, -8.124, 3.522], [-2.994, -3.173, -1.773], [-2.535, -4.792, -2.249], [-1.531, -3.697, -1.123], [-5.044, -4.919, -1.338], [-5.053, -3.630, -0.121], [-6.196, -5.438, 0.792], [-4.618, -5.542, 1.639], [-5.251, -9.011, 0.550], [-6.549, -8.024, 1.060], [-5.133, -9.015, 2.951], [-5.318, -7.221, 3.065], [-1.740, -7.756, 3.301], [-2.679, -9.203, 3.692], [-3.116, -7.713, 4.460], [0.167, -1.211, 0.250], [0.635, -0.017, -0.348], [0.497, -1.167, 1.624], [-1.267, -1.353, 0.203], [0.709, -2.320, -0.349], [4.046, -5.000, -1.723], [5.318, -4.602, -1.177], [3.890, -6.354, -1.572], [3.005, -4.349, -1.002], [4.086, -4.616, -3.066]], "forces_ev_per_angstrom": [[0.81, 0.27, 0.48], [-0.96, -0.01, 0.01], [-0.75, 0.51, -0.88], [0.92, -0.81, 0.12], [-0.61, 1.35, 1.38], [-0.44, -0.39, -0.13], [0.03, -0.57, 0.01], [1.16, 0.02, -0.64], [-0.25, -0.55, 0.47], [-0.39, 0.49, -1.89], [0.72, -0.04, 1.89], [0.01, -0.13, 0.04], [0.24, 0.11, -0.22], [-0.49, -0.40, 0.14], [0.16, -0.24, -0.12], [0.54, -0.21, 0.06], [0.06, 0.49, -0.17], [-0.33, 0.10, -0.01], [0.18, -0.08, -0.15], [0.07, 0.38, -0.08], [0.29, -0.34, 0.15], [-0.11, 0.02, 0.17], [-0.53, 0.47, -0.65], [-0.30, 0.09, -0.22], [0.06, -0.37, 0.16], [0.34, 1.16, 0.30], [0.79, -0.45, -0.03], [-1.08, 0.29, 0.78], [0.73, 0.10, -1.68], [-0.24, 0.19, 0.66], [-0.03, 0.14, 0.00], [0.32, -0.30, -0.20], [-0.91, -0.62, -0.58], [0.14, 0.50, 0.36], [-0.32, 0.03, 0.41], [0.31, 0.31, -1.42], [-0.58, -0.44, 0.07], [-0.37, 0.06, -0.05], [0.33, 0.11, 0.24], [0.30, -0.90, -0.06], [0.17, 0.36, -0.20], [-0.08, -0.20, 0.12], [0.05, 0.17, 0.13], [-0.07, 0.38, 0.34], [0.12, -0.13, 0.23], [0.27, 0.02, 0.28], [-0.02, -0.32, -0.29], [-0.28, -0.10, 0.21], [0.28, 0.07, 0.32], [-0.03, -0.38, 0.23], [1.28, 0.53, 0.47], [-0.36, -0.75, 0.66], [-0.40, 0.00, -0.27], [0.57, -0.12, -1.62], [0.42, -1.29, 0.04], [0.04, 0.14, -0.15], [0.08, 0.10, -0.07], [-0.83, -0.12, 1.05], [0.10, -0.04, 0.50], [0.05, 0.17, 0.32], [0.18, -0.72, -0.93], [-0.74, -0.20, -0.36], [-0.02, 0.29, -0.40], [-0.39, -0.16, 0.04], [0.15, 0.58, 0.61], [0.05, 0.52, -0.61], [-0.27, -0.31, 0.40], [-0.25, 0.16, 0.70], [-0.12, -0.51, -0.49], [0.65, 0.85, -0.63], [-0.05, -0.18, 0.06], [-0.14, 0.42, -0.12], [-0.23, 0.52, 0.41], [0.29, 0.27, 0.12], [-0.26, -0.10, 0.10], [1.13, 0.68, -2.38], [-0.22, 0.02, 1.79], [-0.08, -0.69, -0.68], [-0.44, 0.52, -0.98], [0.90, -0.42, 0.36], [-0.40, 0.26, -0.58], [0.02, -0.47, 0.19], [-0.21, 1.27, -0.50], [1.33, -2.14, -0.31], [-0.59, 0.93, 1.56], [0.12, -0.54, -1.41], [-0.46, -0.19, 0.53], [-0.04, 0.37, 0.40], [-0.07, -0.80, 0.36], [-0.29, 0.06, 0.16], [0.01, 0.12, 0.00], [0.10, -0.01, 0.30], [0.29, -0.12, -0.05], [-0.52, 0.42, 0.86], [0.41, -0.23, -0.20], [-0.50, 0.01, 0.03], [0.07, 0.16, 0.05], [-0.10, 0.06, 0.25], [0.16, -0.01, 0.38], [-0.21, 0.22, -0.01], [2.46, -0.33, 0.40], [-1.15, 0.23, 0.29], [1.13, -0.04, -0.98], [-1.00, 0.36, 1.29], [-0.74, -0.31, -0.90], [0.10, -0.24, -0.29], [0.71, -0.31, 0.38], [0.32, 1.81, 0.31], [-0.26, -3.17, -0.66], [-1.15, 1.15, -0.01], [1.50, 0.54, 1.10], [-0.75, 0.02, -0.11], [-0.49, -0.37, 0.17], [-0.23, 0.50, -0.27], [-0.46, -0.58, 0.22], [0.14, 0.22, 0.04], [0.65, 0.35, -0.56], [-0.15, -0.35, -0.20], [0.12, -0.34, -0.16], [-0.20, -0.11, 0.06], [-1.07, 0.68, 0.06], [1.24, 0.37, 0.00], [-0.01, -0.06, -0.33], [0.09, 0.07, -0.53], [-0.62, -0.24, 0.39], [-0.59, 0.08, -0.02], [0.05, 0.14, -0.09], [0.54, -1.08, 0.49], [-0.79, -0.02, -0.27], [0.84, 0.80, 0.61], [0.21, -0.48, -0.43], [0.12, -0.05, -0.21], [-0.45, -0.63, -0.03], [-0.52, -0.11, -0.84], [-0.52, 0.46, -0.07], [0.15, 0.48, 1.54], [0.04, -0.12, -0.01], [0.20, 0.12, 0.03], [0.18, 0.11, 0.15], [-0.01, 0.01, -0.29], [-0.23, -0.10, -0.22], [0.32, 0.20, 0.08], [-0.14, 0.07, 0.35], [-0.16, -0.05, 0.33], [-0.06, 0.07, -0.13], [0.17, -0.13, 0.09], [0.54, 0.14, -0.22], [-0.31, 0.01, -0.66], [0.24, -0.17, -0.09], [0.28, -0.05, -0.41], [-0.84, 0.86, -0.50], [0.44, 0.43, -0.08], [-0.68, -0.91, 1.35], [0.24, -1.22, -0.01], [-0.13, 0.27, -1.35], [-0.45, -0.29, 0.20], [0.29, 0.57, 0.78], [-0.68, -0.45, -0.13], [-0.06, -0.34, -0.37], [0.30, 0.75, 0.08], [0.25, -1.04, -0.12], [-0.35, -0.12, 0.13], [0.57, -0.04, 0.00], [0.24, -0.82, 0.21], [0.36, 0.24, -0.33], [0.44, 0.32, -0.33], [0.02, -0.08, 0.07], [0.06, 0.78, -0.03], [0.40, -0.02, 0.21], [0.02, 0.38, 0.20], [-0.22, 0.18, 0.18], [-0.06, -0.17, 0.14], [0.00, 0.07, 0.11], [0.15, -0.01, 0.02], [-0.33, 0.51, -0.33], [-0.62, -0.14, 0.61], [-0.44, -0.17, -0.13], [0.06, 0.16, 0.26], [0.26, 0.54, -0.16], [0.31, -0.15, -0.28], [0.53, -0.99, 0.57], [-0.48, 0.36, 0.51], [-0.03, 0.07, -0.13], [0.31, 0.55, -0.24], [-0.62, 0.64, -0.55]], "total_charge": 5, "homo_lumo_gap_ev": 7.82, "e_above_lowest_kcal_mol": 91.2, "e_lumo_ev": -9.191}